# 1
# C5H14

A cluster of 2 separate species, C5H14 in total at a distorted geometry (ωB97M-V/def2-TZVPD, the OMol25 dataset).

Values from the calculation:
LUMO level = 1.172 eV
structure (SMILES) = CCC.CC
charge = 0
molar mass = 74.167 g mol⁻¹
relative energy (zero: lowest compared OMol25 entry of this formula, charge and spin) = 11.2 kcal/mol
HOMO = -11.3 eV
HOMO-LUMO gap = 12.500 eV
2S+1 = 1

Each atom is followed by the atoms it is bonded to, with distances in Å.
Positions of all 19 atoms, in Å:
1 C 0.35831 -1.61288 -0.33384  C2 1.509, H4 1.094, H5 1.096, H6 1.086
2 C -0.89974 -1.86814 -1.12633  C1 1.509, C3 1.527, H7 1.097, H8 1.087
3 C -1.63465 -0.59341 -1.53284  C2 1.527, H9 1.087, H10 1.092, H11 1.082
4 H 1.00435 -2.49306 -0.27164  C1 1.094
5 H 0.96116 -0.89274 -0.89960  C1 1.096
6 H 0.27990 -1.22120 0.67579  C1 1.086
7 H -1.61528 -2.52015 -0.60928  C2 1.097
8 H -0.65492 -2.42529 -2.02673  C2 1.087
9 H -1.54775 -0.28889 -2.57260  C3 1.087
10 H -1.21120 0.26840 -1.01278  C3 1.092
11 H -2.67991 -0.59274 -1.25365  C3 1.082
12 C 0.67191 2.15329 0.77400  C13 1.544, H14 1.088, H15 1.100, H16 1.082
13 C 1.33573 1.39661 1.94532  C12 1.544, H17 1.078, H18 1.084, H19 1.093
14 H -0.32153 1.75594 0.57453  C12 1.088
15 H 0.47117 3.18908 1.08484  C12 1.100
16 H 1.27711 2.05838 -0.11806  C12 1.082
17 H 2.31251 1.82827 2.08938  C13 1.078
18 H 1.16146 0.34211 1.76566  C13 1.084
19 H 0.73136 1.51642 2.84784  C13 1.093

List of natural (NBO) charges in e, atom by atom: C -0.603; C -0.408; C -0.614; H 0.209; H 0.200; H 0.201; H 0.198; H 0.200; H 0.208; H 0.201; H 0.209; C -0.603; C -0.613; H 0.197; H 0.201; H 0.202; H 0.210; H 0.206; H 0.198

# 2
# C5H14

A cluster of 2 separate species, C5H14 in total (ωB97M-V/def2-TZVPD, the OMol25 dataset).

Values from the calculation:
LUMO level = 1.141 eV
structure (SMILES) = CCC.CC
charge = 0
molar mass = 74.167 g mol⁻¹
relative energy (zero: lowest compared OMol25 entry of this formula, charge and spin) = 3.0 kcal/mol
HOMO = -11.4 eV
HOMO-LUMO gap = 12.526 eV
2S+1 = 1

Each atom is followed by the atoms it is bonded to, with distances in Å.
Positions of all 19 atoms, in Å:
1 C 1.54663 -0.75160 0.26309  C2 1.523, H4 1.094, H5 1.094, H6 1.095
2 C 1.44342 0.76564 0.34926  C1 1.523, C3 1.525, H7 1.092, H8 1.090
3 C 2.79922 1.46449 0.37024  C2 1.525, H9 1.094, H10 1.097, H11 1.092
4 H 1.62135 -1.11724 -0.76497  C1 1.094
5 H 0.68572 -1.26298 0.70322  C1 1.094
6 H 2.46422 -1.11352 0.73925  C1 1.095
7 H 0.85983 1.17734 -0.47671  C2 1.092
8 H 0.91561 1.01196 1.27085  C2 1.090
9 H 3.47342 1.07974 1.14124  C3 1.094
10 H 3.33551 1.34647 -0.57888  C3 1.097
11 H 2.70015 2.52955 0.59050  C3 1.092
12 C -2.03123 -0.37493 -0.34533  C13 1.526, H14 1.089, H15 1.095, H16 1.092
13 C -3.46040 -0.86596 -0.55482  C12 1.526, H17 1.086, H18 1.089, H19 1.087
14 H -1.70973 -0.45294 0.69270  C12 1.089
15 H -1.33653 -0.99471 -0.92131  C12 1.095
16 H -1.88565 0.64900 -0.69658  C12 1.092
17 H -4.20053 -0.12150 -0.27697  C13 1.086
18 H -3.59622 -1.22716 -1.57288  C13 1.089
19 H -3.62479 -1.74166 0.06809  C13 1.087

List of natural (NBO) charges in e, atom by atom: C -0.611; C -0.402; C -0.602; H 0.202; H 0.210; H 0.203; H 0.199; H 0.195; H 0.199; H 0.200; H 0.207; C -0.608; C -0.608; H 0.202; H 0.202; H 0.203; H 0.204; H 0.204; H 0.201

# 3
# C5H14

A cluster of 2 separate species, C5H14 in total at a distorted geometry (ωB97M-V/def2-TZVPD, the OMol25 dataset).

Values from the calculation:
LUMO level = 1.144 eV
structure (SMILES) = CCC.CC
charge = 0
molar mass = 74.167 g mol⁻¹
relative energy (zero: lowest compared OMol25 entry of this formula, charge and spin) = 21.2 kcal/mol
HOMO = -11.0 eV
HOMO-LUMO gap = 12.180 eV
2S+1 = 1

Each atom is followed by the atoms it is bonded to, with distances in Å.
Positions of all 19 atoms, in Å:
1 C -0.06839 -2.14471 -0.36758  C2 1.535, H4 1.092, H5 1.082, H6 1.106
2 C 0.37694 -1.75944 1.04948  C1 1.535, C3 1.522, H7 1.101, H8 1.077
3 C 0.80266 -0.31097 1.24604  C2 1.522, H9 1.079, H10 1.083, H11 1.115
4 H 0.55774 -1.73489 -1.16253  C1 1.092
5 H -0.24661 -3.21187 -0.37337  C1 1.082
6 H -0.91176 -1.53165 -0.73743  C1 1.106
7 H -0.47907 -1.97377 1.70809  C2 1.101
8 H 1.18505 -2.39141 1.37666  C2 1.077
9 H 0.01176 0.37048 0.97314  C3 1.079
10 H 1.32818 -0.02995 2.14994  C3 1.083
11 H 1.70252 -0.12562 0.61372  C3 1.115
12 C -0.30991 2.52700 -0.41449  C13 1.502, H14 1.096, H15 1.094, H16 1.085
13 C -0.80607 1.51302 -1.40477  C12 1.502, H17 1.102, H18 1.093, H19 1.098
14 H 0.57578 2.08471 0.05510  C12 1.096
15 H 0.17388 3.45537 -0.73142  C12 1.094
16 H -1.02823 2.59790 0.39504  C12 1.085
17 H -1.70180 1.83993 -1.95705  C13 1.102
18 H -1.12491 0.56412 -0.96577  C13 1.093
19 H -0.17776 1.14468 -2.22643  C13 1.098

List of natural (NBO) charges in e, atom by atom: C -0.618; C -0.397; C -0.619; H 0.208; H 0.216; H 0.202; H 0.191; H 0.196; H 0.206; H 0.218; H 0.197; C -0.630; C -0.619; H 0.208; H 0.219; H 0.211; H 0.202; H 0.202; H 0.208

# 4
# C5H14

A cluster of 2 separate species, C5H14 in total at a distorted geometry (ωB97M-V/def2-TZVPD, the OMol25 dataset).

Values from the calculation:
LUMO level = 1.104 eV
structure (SMILES) = CCC.CC
charge = 0
molar mass = 74.167 g mol⁻¹
relative energy (zero: lowest compared OMol25 entry of this formula, charge and spin) = 7.7 kcal/mol
HOMO = -11.2 eV
HOMO-LUMO gap = 12.345 eV
2S+1 = 1

Each atom is followed by the atoms it is bonded to, with distances in Å.
Positions of all 19 atoms, in Å:
1 C -1.02692 -1.99218 -1.13471  C2 1.533, H4 1.085, H5 1.085, H6 1.092
2 C 0.06682 -1.23502 -0.37183  C1 1.533, C3 1.528, H7 1.081, H8 1.085
3 C 1.47468 -1.63939 -0.80837  C2 1.528, H9 1.089, H10 1.090, H11 1.094
4 H -0.76091 -2.91533 -1.63793  C1 1.085
5 H -1.51614 -1.36209 -1.86961  C1 1.085
6 H -1.84425 -2.23279 -0.45185  C1 1.092
7 H -0.04249 -0.19746 -0.65435  C2 1.081
8 H -0.08398 -1.23431 0.70253  C2 1.085
9 H 2.23942 -1.11339 -0.23789  C3 1.089
10 H 1.62340 -2.71503 -0.71054  C3 1.090
11 H 1.58438 -1.45090 -1.88021  C3 1.094
12 C 0.44915 2.50485 0.79234  C13 1.548, H14 1.083, H15 1.087, H16 1.087
13 C -0.87682 2.06654 1.45974  C12 1.548, H17 1.088, H18 1.087, H19 1.097
14 H 0.75439 3.52455 0.99483  C12 1.083
15 H 1.25016 1.84851 1.12144  C12 1.087
16 H 0.27133 2.33030 -0.26561  C12 1.087
17 H -1.17060 1.12047 1.00938  C13 1.088
18 H -1.71136 2.76081 1.41216  C13 1.087
19 H -0.68026 1.93186 2.53047  C13 1.097

List of natural (NBO) charges in e, atom by atom: C -0.619; C -0.402; C -0.599; H 0.206; H 0.206; H 0.208; H 0.193; H 0.199; H 0.207; H 0.198; H 0.202; C -0.606; C -0.605; H 0.205; H 0.202; H 0.199; H 0.202; H 0.204; H 0.198

# 5
# C5H14

A cluster of 2 separate species, C5H14 in total at a distorted geometry (ωB97M-V/def2-TZVPD, the OMol25 dataset).

Values from the calculation:
LUMO level (alpha / beta) = -3.294 / -10.372 eV
charge = +1
molar mass = 74.167 g mol⁻¹
relative energy (zero: lowest compared OMol25 entry of this formula, charge and spin) = 32.0 kcal/mol
HOMO (alpha / beta) = -14.0 / -14.0 eV
HOMO-LUMO gap (alpha / beta) = 10.685 / 3.607 eV
2S+1 = 2
<S²> = 0.753

Each atom is followed by the atoms it is bonded to, with distances in Å.
Positions of all 19 atoms, in Å:
1 C 1.03958 -0.27358 0.94543  C2 1.546, C3 1.589, H4 1.095, H5 1.090
2 C 1.44687 -1.32560 2.00238  C1 1.546, H6 1.106, H8 1.102, H9 1.095
3 C 2.31962 -0.22163 0.00589  C1 1.589, H7 1.107, H10 1.142, H11 1.074
4 H 0.15004 -0.64792 0.42747  C1 1.095
5 H 0.84225 0.75778 1.23613  C1 1.090
6 H 2.17086 -1.99578 1.50271  C2 1.106
7 H 1.95180 -0.48675 -1.00434  C3 1.107
8 H 0.48369 -1.83658 2.16132  C2 1.102
9 H 2.06651 -0.95598 2.82671  C2 1.095
10 H 2.91219 0.71136 0.29343  C3 1.142
11 H 3.09209 -0.96013 0.11756  C3 1.074
12 C -2.39277 0.49416 -1.90888  C13 1.537, H14 1.066, H15 1.104, H16 1.092
13 C -2.34712 1.36720 -0.64456  C12 1.537, H17 1.084, H18 1.095, H19 1.128
14 H -3.25659 -0.10040 -1.71486  C12 1.066
15 H -2.21240 0.85070 -2.93791  C12 1.104
16 H -1.48650 -0.08279 -2.10178  C12 1.092
17 H -2.02983 0.77427 0.20525  C13 1.084
18 H -3.30141 1.90215 -0.60357  C13 1.095
19 H -1.44888 2.02953 -0.80838  C13 1.128

List of natural (NBO) charges in e, atom by atom: C -0.309; C -0.533; C -0.483; H 0.252; H 0.267; H 0.270; H 0.335; H 0.324; H 0.282; H 0.313; H 0.278; C -0.634; C -0.605; H 0.216; H 0.234; H 0.183; H 0.185; H 0.234; H 0.190

# 6
# C5H14

A cluster of 2 separate species, C5H14 in total at a distorted geometry (ωB97M-V/def2-TZVPD, the OMol25 dataset).

Values from the calculation:
LUMO level (alpha / beta) = -3.160 / -10.535 eV
charge = +1
molar mass = 74.167 g mol⁻¹
relative energy (zero: lowest compared OMol25 entry of this formula, charge and spin) = 30.3 kcal/mol
HOMO (alpha / beta) = -14.3 / -14.3 eV
HOMO-LUMO gap (alpha / beta) = 11.174 / 3.778 eV
2S+1 = 2
<S²> = 0.753

Each atom is followed by the atoms it is bonded to, with distances in Å.
Positions of all 19 atoms, in Å:
1 C 0.01342 -0.23428 1.00250  C2 1.554, C3 1.618, H4 1.056, H5 1.150
2 C -0.12594 0.77442 2.17699  C1 1.554, H6 1.059, H9 1.074, H10 1.068
3 C 0.54369 -1.61055 1.66729  C1 1.618, H7 1.097, H8 1.102, H11 1.180
4 H -0.89023 -0.32004 0.46212  C1 1.056
5 H 0.83254 0.09956 0.26693  C1 1.150
6 H 0.58515 0.77778 2.96191  C2 1.059
7 H 1.21550 -1.53757 2.53151  C3 1.097
8 H -0.33120 -2.25988 1.83574  C3 1.102
9 H -1.12485 0.75078 2.57117  C2 1.074
10 H -0.00819 1.72947 1.71416  C2 1.068
11 H 1.15722 -1.97915 0.72864  C3 1.180
12 C -1.00058 0.30095 -1.96784  C13 1.676, H14 1.152, H15 1.098, H16 1.100
13 C 0.55077 0.63782 -2.50603  C12 1.676, H17 1.086, H18 1.142, H19 1.047
14 H -0.89504 -0.79413 -1.62604  C12 1.152
15 H -1.07524 1.02678 -1.14780  C12 1.098
16 H -1.80242 0.48917 -2.69722  C12 1.100
17 H 1.36389 0.03567 -2.11119  C13 1.086
18 H 0.35067 0.46572 -3.61753  C13 1.142
19 H 0.64083 1.64749 -2.24531  C13 1.047

List of natural (NBO) charges in e, atom by atom: C -0.275; C -0.531; C -0.444; H 0.264; H 0.253; H 0.263; H 0.264; H 0.268; H 0.253; H 0.326; H 0.343; C -0.615; C -0.617; H 0.190; H 0.179; H 0.240; H 0.197; H 0.238; H 0.204

> Which of these has the lowest relative energy (zero: lowest compared OMol25 entry of this formula, charge and spin)?

number 2